Computed, not measured: a cluster of 3 separate species, C35H74FN8O13P4S2 in total in a non-equilibrium geometry, with the ωB97M-V functional and the def2-TZVPD basis.

Bonds (Å) are listed after each position.
Atoms and positions in Å:
1 C -2.85 -3.70 1.64  N2 1.467, H42 1.100, H43 1.090, H44 1.092
2 N -3.43 -2.40 2.00  C1 1.467, C3 1.471, H45 1.012
3 C -3.04 -1.37 1.02  N2 1.471, C4 1.484, H46 1.092, H47 1.092
4 C -2.12 -0.41 1.68  C3 1.484, N5 1.284, C29 1.527
5 N -2.45 0.33 2.68  C4 1.284, N6 1.398, C7 1.532
6 N -3.78 0.20 3.07  N5 1.398, H48 1.012, H49 1.014
7 C -1.35 1.21 3.28  N5 1.532, C8 1.559, P17 1.933, C20 1.567
8 C -1.65 2.59 2.62  C7 1.559, C9 1.540, H50 1.092, H51 1.097
9 C -1.28 3.85 3.42  C8 1.540, C10 1.538, H52 1.091, H53 1.096
10 C 0.21 4.21 3.43  C9 1.538, C11 1.542, H54 1.087, H55 1.100
11 C 0.62 5.06 2.21  C10 1.542, N12 1.473, H56 1.094, H57 1.092
12 N 2.08 5.23 2.14  C11 1.473, C13 1.495, C14 1.449
13 C 2.47 6.66 2.31  N12 1.495, H58 1.093, H59 1.093, H60 1.087
14 C 2.57 4.82 0.84  N12 1.449, C15 1.517, O16 1.198
15 C 3.91 4.12 0.80  C14 1.517, H61 1.091, H62 1.087, H63 1.092
16 O 1.98 5.05 -0.18  C14 1.198
17 P -1.88 1.18 5.14  C7 1.933, N18 1.727, O19 1.635
18 N -3.25 2.20 5.34  P17 1.727, H64 1.018, H65 1.015
19 O -0.71 1.92 6.00  P17 1.635, H66 0.965
20 C -0.12 0.34 2.82  C7 1.567, C21 1.561, C24 1.554, C29 1.599
21 C 0.16 -1.04 3.49  C20 1.561, C22 1.537, H67 1.090, H68 1.088
22 C 0.40 -1.07 5.01  C21 1.537, F23 1.401, H69 1.089, H70 1.092
23 F -0.72 -1.65 5.62  C22 1.401
24 C 1.25 1.00 2.51  C20 1.554, P25 1.815, H71 1.095, H72 1.091
25 P 2.51 1.16 3.80  C24 1.815, O26 1.459, O27 1.608, O28 1.619
26 O 3.16 -0.12 4.08  P25 1.459
27 O 2.02 1.88 5.15  P25 1.608, H73 0.966
28 O 3.63 2.14 3.15  P25 1.619, H74 0.969
29 C -0.66 -0.09 1.38  C4 1.527, C20 1.599, N30 1.497, C31 1.569
30 N -0.17 -1.43 0.92  C29 1.497, H75 1.016, H76 1.012
31 C -0.44 0.84 0.13  C29 1.569, C32 1.566, H77 1.090, H78 1.090
32 C -1.73 1.36 -0.58  C31 1.566, C33 1.543, H79 1.095, H80 1.093
33 C -2.23 0.49 -1.75  C32 1.543, S34 1.821, H81 1.093, H82 1.089
34 S -3.65 1.31 -2.54  C33 1.821, C35 1.782
35 C -5.13 0.58 -1.88  S34 1.782, S36 1.612, N37 1.408
36 S -6.05 -0.33 -2.84  C35 1.612
37 N -5.53 0.82 -0.55  C35 1.408, C38 1.378, C41 1.383
38 C -6.13 -0.11 0.26  N37 1.378, C39 1.362, H83 1.078
39 C -6.35 0.45 1.48  C38 1.362, N40 1.387, H84 1.077
40 N -5.90 1.76 1.42  C39 1.387, C41 1.301
41 C -5.44 1.96 0.22  N37 1.383, N40 1.301, H85 1.079
42 H -3.17 -4.04 0.64  C1 1.100
43 H -3.13 -4.47 2.35  C1 1.090
44 H -1.76 -3.65 1.62  C1 1.092
45 H -4.44 -2.50 2.00  N2 1.012
46 H -2.57 -1.91 0.20  C3 1.092
47 H -3.90 -0.86 0.60  C3 1.092
48 H -4.25 1.10 3.17  N6 1.012
49 H -3.89 -0.41 3.87  N6 1.014
50 H -1.23 2.73 1.62  C8 1.092
51 H -2.73 2.63 2.48  C8 1.097
52 H -1.65 3.88 4.44  C9 1.091
53 H -1.78 4.69 2.91  C9 1.096
54 H 0.88 3.36 3.60  C10 1.087
55 H 0.36 4.87 4.30  C10 1.100
56 H 0.20 4.57 1.33  C11 1.094
57 H 0.11 6.01 2.34  C11 1.092
58 H 2.61 7.12 1.33  C13 1.093
59 H 3.44 6.70 2.82  C13 1.093
60 H 1.77 7.22 2.92  C13 1.087
61 H 4.44 4.48 -0.08  C15 1.091
62 H 3.81 3.04 0.75  C15 1.087
63 H 4.48 4.44 1.68  C15 1.092
64 H -3.50 2.78 4.54  N18 1.018
65 H -4.04 1.58 5.46  N18 1.015
66 H -0.25 2.60 5.50  O19 0.965
67 H -0.62 -1.78 3.33  C21 1.090
68 H 1.08 -1.40 3.05  C21 1.088
69 H 1.26 -1.69 5.26  C22 1.089
70 H 0.54 -0.10 5.49  C22 1.092
71 H 1.07 2.00 2.10  C24 1.095
72 H 1.71 0.42 1.71  C24 1.091
73 H 2.17 2.84 5.14  O27 0.966
74 H 3.52 3.04 3.50  O28 0.969
75 H 0.82 -1.37 0.72  N30 1.016
76 H -0.63 -1.68 0.05  N30 1.012
77 H 0.09 0.28 -0.64  C31 1.090
78 H 0.16 1.74 0.30  C31 1.090
79 H -1.43 2.30 -1.07  C32 1.095
80 H -2.52 1.65 0.12  C32 1.093
81 H -1.44 0.50 -2.51  C33 1.093
82 H -2.40 -0.56 -1.50  C33 1.089
83 H -6.35 -1.12 -0.06  C38 1.078
84 H -6.79 -0.05 2.33  C39 1.077
85 H -5.04 2.91 -0.13  C41 1.079
86 O 5.87 3.18 -3.29  P87 1.485
87 P 6.21 3.79 -4.59  O86 1.485, O88 1.620, O91 1.636, O94 1.636
88 O 7.05 5.14 -4.25  P87 1.620, C89 1.431
89 C 8.36 5.01 -3.69  O88 1.431, C90 1.519, H97 1.094, H98 1.089
90 C 9.38 4.58 -4.73  C89 1.519, H99 1.093, H100 1.090, H101 1.089
91 O 4.79 4.46 -5.04  P87 1.636, C92 1.425
92 C 3.56 4.07 -4.42  O91 1.425, C93 1.514, H102 1.091, H103 1.093
93 C 3.19 5.05 -3.32  C92 1.514, H104 1.090, H105 1.090, H106 1.091
94 O 6.68 3.72 -6.16  P87 1.636, C95 1.447
95 C 6.66 2.43 -6.82  O94 1.447, C96 1.517, H107 1.093, H108 1.088
96 C 5.26 1.88 -6.96  C95 1.517, H109 1.094, H110 1.090, H111 1.089
97 H 8.35 4.31 -2.85  C89 1.094
98 H 8.62 5.99 -3.30  C89 1.089
99 H 9.20 3.56 -5.06  C90 1.093
100 H 10.39 4.63 -4.32  C90 1.090
101 H 9.33 5.23 -5.61  C90 1.089
102 H 3.63 3.05 -4.04  C92 1.091
103 H 2.79 4.08 -5.19  C92 1.093
104 H 4.01 5.17 -2.60  C93 1.090
105 H 2.31 4.70 -2.78  C93 1.090
106 H 2.98 6.03 -3.74  C93 1.091
107 H 7.29 1.73 -6.26  C95 1.093
108 H 7.11 2.58 -7.80  C95 1.088
109 H 4.82 1.64 -5.98  C96 1.094
110 H 5.26 0.97 -7.56  C96 1.090
111 H 4.60 2.62 -7.43  C96 1.089
112 O -2.26 -6.67 -1.00  P113 1.485
113 P -2.50 -8.06 -1.48  O112 1.485, O114 1.620, O117 1.636, O120 1.634
114 O -1.12 -8.52 -2.20  P113 1.620, C115 1.431
115 C 0.04 -8.76 -1.39  O114 1.431, C116 1.519, H123 1.094, H124 1.089
116 C -0.06 -10.06 -0.61  C115 1.519, H125 1.093, H126 1.090, H127 1.089
117 O -3.40 -7.80 -2.83  P113 1.636, C118 1.424
118 C -4.04 -6.55 -3.06  O117 1.424, C119 1.516, H128 1.091, H129 1.092
119 C -3.21 -5.68 -3.97  C118 1.516, H130 1.090, H131 1.092, H132 1.090
120 O -3.11 -9.56 -1.33  P113 1.634, C121 1.448
121 C -4.10 -9.80 -0.30  O120 1.448, C122 1.516, H133 1.093, H134 1.088
122 C -5.38 -9.04 -0.55  C121 1.516, H135 1.094, H136 1.090, H137 1.089
123 H 0.19 -7.91 -0.71  C115 1.094
124 H 0.89 -8.79 -2.07  C115 1.089
125 H -0.84 -10.01 0.15  C116 1.093
126 H 0.89 -10.28 -0.12  C116 1.090
127 H -0.31 -10.88 -1.28  C116 1.089
128 H -4.27 -6.05 -2.12  C118 1.091
129 H -5.00 -6.78 -3.54  C118 1.092
130 H -2.19 -5.56 -3.59  C119 1.090
131 H -3.66 -4.69 -4.08  C119 1.092
132 H -3.13 -6.13 -4.96  C119 1.090
133 H -3.68 -9.54 0.67  C121 1.093
134 H -4.29 -10.87 -0.30  C121 1.088
135 H -5.23 -7.96 -0.47  C122 1.094
136 H -6.15 -9.32 0.17  C122 1.090
137 H -5.76 -9.23 -1.56  C122 1.089

Highest occupied orbital energy = -11.3 eV
Kohn-Sham gap = 7.84 eV
Charge = +1

Results of the Mulliken charge analysis, in e, for atoms 1 through 99: atom 1 (C): -1.290, atom 2 (N): -0.314, atom 3 (C): -0.511, atom 4 (C): 0.851, atom 5 (N): 0.494, atom 6 (N): -0.972, atom 7 (C): 1.261, atom 8 (C): -0.190, atom 9 (C): -1.568, atom 10 (C): 1.523, atom 11 (C): -1.832, atom 12 (N): 0.302, atom 13 (C): -1.106, atom 14 (C): 0.529, atom 15 (C): -1.067, atom 16 (O): -0.537, atom 17 (P): 0.068, atom 18 (N): -0.614, atom 19 (O): -0.505, atom 20 (C): 0.813, atom 21 (C): -0.887, atom 22 (C): -0.552, atom 23 (F): -0.371, atom 24 (C): 0.406, atom 25 (P): 0.500, atom 26 (O): -0.782, atom 27 (O): -0.575, atom 28 (O): -0.573, atom 29 (C): -0.055, atom 30 (N): -0.292, atom 31 (C): -1.007, atom 32 (C): -0.731, atom 33 (C): -0.681, atom 34 (S): -0.114, atom 35 (C): 0.135, atom 36 (S): -0.151, atom 37 (N): 0.304, atom 38 (C): -0.362, atom 39 (C): -0.505, atom 40 (N): -0.606, atom 41 (C): -0.216, atom 42 (H): 0.439, atom 43 (H): 0.394, atom 44 (H): 0.264, atom 45 (H): 0.388, atom 46 (H): 0.796, atom 47 (H): -1.075, atom 48 (H): 0.211, atom 49 (H): 0.334, atom 50 (H): -0.362, atom 51 (H): 0.330, atom 52 (H): 0.476, atom 53 (H): 0.610, atom 54 (H): -1.668, atom 55 (H): 0.853, atom 56 (H): 0.203, atom 57 (H): 0.727, atom 58 (H): 0.400, atom 59 (H): 0.308, atom 60 (H): 0.413, atom 61 (H): 0.302, atom 62 (H): 0.161, atom 63 (H): 0.374, atom 64 (H): 0.308, atom 65 (H): 0.409, atom 66 (H): 0.398, atom 67 (H): 0.012, atom 68 (H): 0.688, atom 69 (H): 0.400, atom 70 (H): 0.314, atom 71 (H): -0.305, atom 72 (H): 0.617, atom 73 (H): 0.449, atom 74 (H): 0.370, atom 75 (H): 0.407, atom 76 (H): 0.419, atom 77 (H): 0.902, atom 78 (H): -0.303, atom 79 (H): 0.830, atom 80 (H): -0.134, atom 81 (H): 0.553, atom 82 (H): 0.114, atom 83 (H): 0.497, atom 84 (H): 0.426, atom 85 (H): 0.529, atom 86 (O): -0.801, atom 87 (P): 1.159, atom 88 (O): -0.346, atom 89 (C): -0.332, atom 90 (C): -0.932, atom 91 (O): -0.370, atom 92 (C): -0.346, atom 93 (C): -0.941, atom 94 (O): -0.321, atom 95 (C): -0.299, atom 96 (C): -1.040, atom 97 (H): 0.276, atom 98 (H): 0.331, atom 99 (H): 0.207



Computed, not measured: a cluster of 2 separate species, C3H8N2O in total in a non-equilibrium geometry, with the ωB97M-V functional and the def2-TZVPD basis.

Bonds (Å) are listed after each position.
Atoms and positions in Å:
1 C -0.63 -0.49 -0.28  C2 1.528, C3 1.392, O6 1.217
2 C -1.60 -0.14 0.85  C1 1.528, H7 1.078, H8 1.060, H9 1.135
3 C -0.51 0.59 -1.14  C1 1.392, H10 1.146, H11 1.051
4 N 2.00 -0.49 0.29  N5 1.329, H12 1.043, H13 0.981
5 N 1.34 0.65 0.45  N4 1.329, H14 0.990
6 O -0.02 -1.54 -0.34  C1 1.217
7 H -0.74 0.02 1.48  C2 1.078
8 H -2.28 0.65 0.69  C2 1.060
9 H -2.25 -1.05 1.06  C2 1.135
10 H -0.95 1.62 -0.88  C3 1.146
11 H -0.06 0.52 -2.09  C3 1.051
12 H 1.55 -1.41 0.47  N4 1.043
13 H 2.44 -0.38 -0.58  N4 0.981
14 H 1.71 1.45 0.02  N5 0.990

Highest occupied orbital energy (alpha / beta) = -8.6 / -8.2 eV
Kohn-Sham gap (alpha / beta) = 8.73 / 7.72 eV
Charge = 0

Want to see where the charge sits? The Mulliken charges in e are: atom 1 (C): 0.992, atom 2 (C): -1.030, atom 3 (C): -0.945, atom 4 (N): -0.205, atom 5 (N): -0.439, atom 6 (O): -0.752, atom 7 (H): 0.267, atom 8 (H): 0.337, atom 9 (H): 0.269, atom 10 (H): 0.256, atom 11 (H): 0.388, atom 12 (H): 0.381, atom 13 (H): 0.248, atom 14 (H): 0.233